Entry 1:
A cluster of 2 separate species, C2H2F2O2 in total in a non-equilibrium geometry. Source: the OMol25 dataset; level of theory: wB97M-V/def2-TZVPD.

Geometry as XYZ:
```
8
Properties=species:S:1:pos:R:3:mulliken_charge:R:1
C 0.371 0.574 -0.268 0.26
C 0.029 -0.566 0.293 0.48
O 1.626 0.873 -0.616 -0.45
O -1.895 -0.865 0.825 -0.57
F -0.535 1.474 -0.644 -0.20
F 0.717 -1.541 0.806 -0.18
H 1.682 1.806 -0.877 0.35
H -1.995 -1.754 0.481 0.31
```

The energy relative to the best compared isomer or geometry (same formula, charge and spin) is 4.324 eV.

---

Entry 2:
The ion C7H7N2O4S2 with charge +1 in a non-equilibrium geometry. Source: the OMol25 dataset; level of theory: wB97M-V/def2-TZVPD.

Geometry as XYZ:
```
22
Properties=species:S:1:pos:R:3:mulliken_charge:R:1
C -2.387 2.018 -0.611 -0.50
C -1.186 1.451 -0.365 0.35
C 1.369 -1.025 -1.408 0.43
C 0.595 -0.300 1.453 0.52
C -2.621 -0.295 0.046 0.62
C 2.277 -0.457 -0.359 -0.46
C 2.014 -0.713 1.135 -0.75
N -1.328 0.073 0.018 0.40
N -0.324 -0.771 0.272 -0.53
O 1.536 -1.094 -2.535 -0.42
O 0.074 0.299 2.307 -0.45
O 0.071 1.910 -0.307 -0.35
O 0.127 -1.433 -0.851 -0.20
S -2.952 -1.992 0.356 -0.04
S -3.715 0.968 -0.163 -0.06
H -2.475 2.939 -1.105 0.46
H 3.294 -0.653 -0.655 0.46
H 2.109 0.582 -0.596 0.18
H 2.765 -0.314 1.917 0.39
H 2.387 -1.743 1.344 0.33
H 0.154 2.821 -0.636 0.40
H -1.784 -2.272 0.743 0.22
```

As for the charge: +1. The value obtained for the calculated total energy is -40199.481 eV. Its multiplicity is 3.

---

Entry 3:
A cluster of 12 separate species, C24H70Cl2O22 in total in a non-equilibrium geometry. Source: the OMol25 dataset; level of theory: wB97M-V/def2-TZVPD.

Geometry as XYZ:
```
118
Properties=species:S:1:pos:R:3:mulliken_charge:R:1
Cl -5.526 -1.406 3.927 -0.16
C -4.333 -0.988 5.152 -0.39
C -3.035 -1.674 4.822 -0.95
Cl -2.250 -0.990 3.381 0.13
H -4.721 -1.320 6.114 0.38
H -4.107 0.072 5.275 0.24
H -3.136 -2.727 4.563 0.40
H -2.312 -1.642 5.638 0.35
O 1.557 -1.305 3.393 -0.62
C 1.063 -2.465 2.692 0.79
C 0.743 -3.587 3.654 -0.44
O 0.344 -4.702 2.869 -0.48
H 2.038 -0.808 2.707 0.32
H 0.124 -2.091 2.271 -0.27
H 1.722 -2.807 1.893 -0.06
H -0.091 -3.310 4.309 0.05
H 1.616 -3.829 4.269 0.37
H 0.424 -5.511 3.378 0.28
O 1.359 2.707 5.449 -0.58
C 0.943 2.902 4.090 0.12
C 2.136 3.211 3.246 -0.51
O 3.044 2.084 3.124 -0.48
H 0.587 2.368 5.910 0.34
H 0.356 2.034 3.776 0.04
H 0.309 3.797 4.046 0.28
H 2.718 4.011 3.708 0.41
H 1.885 3.385 2.202 0.16
H 3.351 1.824 4.002 0.25
O -1.776 4.809 -0.933 -0.52
C -1.767 3.851 -2.012 0.64
C -0.743 4.330 -3.030 -0.58
O -1.287 5.376 -3.836 -0.56
H -2.140 5.622 -1.304 0.27
H -1.532 2.855 -1.628 -0.43
H -2.808 3.776 -2.348 0.32
H -0.487 3.484 -3.685 0.34
H 0.183 4.659 -2.571 0.24
H -1.888 4.970 -4.466 0.34
O 3.473 2.674 -1.184 -0.70
C 2.942 2.360 -2.478 0.92
C 4.066 2.258 -3.517 -0.52
O 4.623 3.546 -3.787 -0.56
H 3.166 3.555 -0.961 0.29
H 2.481 1.376 -2.349 -0.69
H 2.246 3.132 -2.815 0.18
H 3.788 1.775 -4.455 0.29
H 4.836 1.686 -2.995 0.28
H 3.924 4.054 -4.217 0.33
O 0.437 -3.076 -1.530 0.32
C 0.229 -4.481 -1.511 -0.43
C 1.358 -5.234 -0.789 -0.68
O 2.566 -5.197 -1.553 -0.62
H -0.197 -2.632 -0.933 -0.11
H -0.705 -4.751 -0.992 0.41
H -0.018 -4.793 -2.532 0.31
H 1.054 -6.276 -0.676 0.44
H 1.414 -4.767 0.200 0.20
H 2.888 -4.292 -1.432 0.37
O -1.896 4.129 2.294 -0.58
C -2.622 2.975 2.712 0.28
C -3.820 2.816 1.779 -0.52
O -3.373 2.487 0.458 -0.44
H -1.324 3.962 1.538 0.37
H -1.940 2.130 2.602 -0.31
H -2.907 3.095 3.755 0.49
H -4.468 3.694 1.803 0.30
H -4.481 1.996 2.074 0.26
H -2.891 3.286 0.194 0.06
O 2.897 -2.040 -1.957 -0.34
C 2.764 -1.359 -3.184 0.65
C 4.111 -1.265 -3.872 -0.93
O 4.891 -0.185 -3.366 -0.49
H 2.002 -2.294 -1.646 0.16
H 2.051 -1.883 -3.834 0.28
H 2.337 -0.354 -3.084 -0.26
H 4.034 -1.084 -4.945 0.38
H 4.666 -2.204 -3.771 0.32
H 4.853 -0.201 -2.399 0.43
O 2.680 0.182 1.251 -0.04
C 3.957 -0.533 1.276 -0.50
C 5.091 0.325 0.777 -0.66
O 5.049 0.439 -0.650 -0.54
H 2.812 0.858 1.970 0.31
H 4.105 -0.867 2.311 0.56
H 3.730 -1.424 0.688 0.13
H 6.050 -0.138 1.017 0.37
H 5.065 1.334 1.196 0.28
H 4.282 1.023 -0.792 0.11
O -4.828 -2.891 -0.876 -0.56
C -5.445 -1.888 -0.111 -0.68
C -4.458 -0.918 0.536 0.63
O -3.792 -0.228 -0.531 -0.52
H -4.573 -2.532 -1.735 0.32
H -6.102 -1.327 -0.783 0.28
H -6.084 -2.316 0.664 0.33
H -3.682 -1.446 1.098 -0.09
H -4.837 -0.211 1.276 0.11
H -3.882 0.725 -0.406 0.21
O -3.849 -2.032 -3.529 -0.53
C -2.570 -2.605 -3.823 -0.49
C -1.487 -1.544 -3.776 0.79
O -1.336 -0.878 -5.046 -0.66
H -4.478 -2.410 -4.149 0.26
H -2.370 -3.423 -3.121 0.14
H -2.598 -3.039 -4.827 0.49
H -0.469 -1.879 -3.586 -0.24
H -1.810 -0.786 -3.051 -0.09
H -2.206 -0.532 -5.284 0.35
O 0.451 1.713 0.589 0.08
C -0.381 0.593 0.786 1.03
C -0.380 -0.313 -0.444 0.79
O -1.275 -1.398 -0.290 -0.35
H 1.348 1.337 0.503 -0.09
H -0.050 0.034 1.672 -0.62
H -1.401 0.932 0.973 -0.19
H 0.650 -0.625 -0.631 -0.25
H -0.767 0.261 -1.295 -0.34
H -2.183 -1.159 -0.544 -0.26
```

The value obtained for the calculated total energy is -96108.447 eV. Its structure (SMILES) is ClCCCl.OCCO.OCCO.OCCO.OCCO.OCCO.OCCO.OCCO.OCCO.OCCO.OCCO.OCCO.

---

Entry 4:
A cluster of 2 separate species, C7H6ClNO3S2 in total in a non-equilibrium geometry. Source: the OMol25 dataset; level of theory: wB97M-V/def2-TZVPD.

Geometry as XYZ:
```
20
Properties=species:S:1:pos:R:3:mulliken_charge:R:1
C 2.759 1.595 0.784 -0.41
C 2.462 2.055 2.066 -0.27
C 1.599 0.894 0.472 0.43
C -2.009 -0.614 -0.334 -0.36
C -2.044 0.169 -1.332 -0.67
C -0.741 -1.252 -0.159 -1.04
C 0.200 -0.523 -1.143 0.43
N 0.738 0.780 1.423 -0.19
O 1.205 -2.050 -3.103 -0.54
O 2.004 -2.436 -0.854 -0.56
O 1.353 1.603 2.472 -0.28
S -0.540 0.545 -2.175 -0.04
S 1.501 -1.491 -1.818 1.09
Cl 3.003 -0.162 -2.204 -0.23
H 3.719 1.666 0.212 0.25
H 3.003 2.742 2.708 0.42
H -2.688 -0.706 0.455 0.39
H -2.862 0.622 -1.764 0.48
H -0.190 -1.364 0.694 0.56
H -0.844 -2.190 -0.615 0.55
```

Its multiplicity is 3. The energy relative to the best compared isomer or geometry (same formula, charge and spin) is 0.090 eV.

---

Entry 5:
The molecule C21H26N4O4 in a non-equilibrium geometry. Source: the OMol25 dataset; level of theory: wB97M-V/def2-TZVPD.

Geometry as XYZ:
```
55
Properties=species:S:1:pos:R:3:mulliken_charge:R:1
C 0.892 4.952 -0.519 -0.82
C -0.332 4.857 0.580 -0.37
O -0.465 3.268 0.939 -0.30
C -1.484 2.844 0.411 -0.20
O -2.123 3.270 -0.641 -0.71
C -1.424 1.391 0.521 1.27
C -0.684 1.007 1.617 0.02
N 0.179 0.412 2.537 -0.63
C -2.330 0.566 0.133 0.06
C -2.529 -0.815 -0.075 -0.55
C -3.878 -1.488 -0.153 0.28
O -4.302 -2.606 0.399 -0.75
O -4.566 -0.804 -1.137 -0.23
C -5.766 -1.086 -1.241 -0.35
C -6.810 -0.696 -0.019 -1.04
C -1.562 -1.677 0.520 0.84
N -1.958 -2.682 1.503 -0.29
N -0.186 -1.707 0.228 0.54
C 0.775 -2.102 1.024 -1.21
C 2.110 -2.698 0.043 -2.05
N 2.613 -1.189 -0.346 0.20
C 3.918 -0.955 -0.431 1.05
C 4.272 0.365 -0.178 -0.22
C 5.721 0.557 -0.210 -0.36
C 6.615 -0.323 -0.137 -0.03
C 6.358 -1.488 -0.290 -0.94
C 4.886 -1.883 -0.158 -0.61
C 1.672 -0.246 -0.653 -1.55
C 0.265 -1.132 -0.934 -1.22
H 0.394 4.502 -1.380 0.28
H 1.816 4.375 -0.267 0.26
H 0.938 6.172 -0.744 0.30
H -1.328 5.319 0.479 0.40
H 0.201 5.256 1.533 0.26
H -3.014 1.107 -0.815 0.15
H -6.049 -0.494 -2.196 0.29
H -5.856 -2.195 -1.402 0.34
H -6.638 0.439 -0.032 0.27
H -6.501 -1.292 0.908 0.27
H -7.759 -1.052 -0.243 0.41
H -1.301 -3.189 1.803 0.04
H -2.908 -2.764 1.309 0.34
H 0.410 -3.184 1.270 0.48
H 1.045 -1.791 1.844 0.61
H 2.815 -2.993 0.673 0.98
H 1.892 -3.188 -0.632 0.67
H 3.614 1.364 -0.560 0.03
H 5.914 1.810 -0.084 0.11
H 7.693 0.103 -0.126 0.23
H 6.876 -2.286 -0.048 0.49
H 4.594 -2.978 -0.404 0.25
H 1.921 0.271 -1.452 1.38
H 1.480 0.531 0.154 0.28
H 0.429 -1.510 -1.778 0.78
H -0.554 -0.245 -1.144 0.26
```

Its structure (SMILES) is CCOC(=O)/C(C#N)=C/C(C(=O)OCC)=C(/N)N1CCN(c2ccccc2)CC1. The energy relative to the best compared isomer or geometry (same formula, charge and spin) is 23.994 eV.

---

Entry 6:
A cluster of 2 separate species, C6H4Cl2F6Si in total in a non-equilibrium geometry. Source: the OMol25 dataset; level of theory: wB97M-V/def2-TZVPD.

Geometry as XYZ:
```
19
Properties=species:S:1:pos:R:3:mulliken_charge:R:1
C 1.823 -0.477 -0.624 -1.05
C 0.648 0.080 -0.302 -0.40
C 1.992 -1.849 0.070 0.90
C -0.097 -0.752 0.682 0.99
C 0.870 -1.886 1.196 0.23
C -2.344 1.966 -0.102 -0.78
F 3.198 -2.236 0.477 -0.30
F 1.655 -2.823 -0.782 -0.29
F -1.173 -1.349 0.207 -0.29
F -0.546 -0.067 1.739 -0.29
F 1.384 -1.436 2.368 -0.30
F 0.340 -3.110 1.379 -0.29
Si -1.155 2.362 -1.479 0.81
Cl -1.548 2.285 -3.378 -0.12
Cl 0.106 3.819 -0.859 -0.17
H 2.604 -0.075 -1.160 0.52
H -1.983 1.013 0.422 0.18
H -2.354 2.682 0.635 0.35
H -3.420 1.852 -0.488 0.30
```

The energy relative to the best compared isomer or geometry (same formula, charge and spin) is 0.000 eV.

---

Entry 7:
A structure of composition C23H18F5LiN3O2S2Se in a non-equilibrium geometry. Source: the OMol25 dataset; level of theory: wB97M-V/def2-TZVPD.

Geometry as XYZ:
```
55
Properties=species:S:1:pos:R:3:mulliken_charge:R:1
Li 1.250 -0.265 0.205 1.13
C 6.950 -1.148 0.228 -0.81
O 5.880 -0.384 0.737 -0.22
C 5.755 0.880 0.318 0.09
S 6.847 1.584 -0.711 -0.42
S 4.424 1.701 0.943 -0.27
H 6.815 -2.152 0.627 0.24
H 7.905 -0.725 0.556 0.36
H 6.938 -1.167 -0.866 0.32
Se -0.792 3.284 2.530 0.21
N 0.168 4.510 1.682 -0.87
C 0.934 3.893 0.795 0.85
C 1.861 4.483 -0.088 -0.56
C 2.580 3.645 -0.896 -0.38
C 2.372 2.251 -0.852 -1.06
N 1.475 1.671 -0.084 0.08
C 0.787 2.454 0.750 0.41
N -0.105 1.956 1.596 -0.39
H 1.998 5.555 -0.099 0.44
H 3.323 4.040 -1.570 0.41
H 2.896 1.601 -1.535 0.63
C -7.035 0.516 -0.985 -1.47
C -5.606 0.405 -0.548 0.69
C -5.246 -0.359 0.552 -0.92
C -3.920 -0.517 0.922 0.46
C -3.578 -1.342 2.124 -1.66
C -2.919 0.099 0.156 1.14
C -1.516 -0.191 0.464 -0.18
O -0.625 -0.197 -0.356 -0.68
C -3.273 0.928 -0.921 1.10
C -2.233 1.681 -1.683 -1.32
C -4.611 1.072 -1.250 -1.05
H -7.692 -0.042 -0.322 0.35
H -7.138 0.125 -1.997 0.32
H -7.346 1.560 -0.994 0.34
H -6.014 -0.859 1.127 0.27
H -4.463 -1.851 2.500 0.37
H -3.188 -0.694 2.910 0.34
H -2.819 -2.085 1.893 0.33
H -1.309 -0.473 1.502 0.33
H -1.517 2.139 -1.002 0.05
H -2.696 2.451 -2.297 0.39
H -1.672 1.000 -2.319 0.29
H -4.885 1.701 -2.086 0.39
F 3.555 -1.894 -1.341 -0.36
C 2.725 -2.750 -0.696 0.78
C 1.752 -2.212 0.130 -1.65
C 0.933 -3.167 0.707 0.76
F -0.059 -2.739 1.543 -0.31
C 1.019 -4.535 0.490 -0.10
F 0.137 -5.398 1.049 -0.34
C 2.028 -5.014 -0.332 0.82
F 2.152 -6.342 -0.558 -0.33
C 2.902 -4.110 -0.923 -0.03
F 3.892 -4.574 -1.722 -0.33
```

As for the charge: -1. The value obtained for the calculated total energy is -133518.438 eV.

---

Entry 8:
A cluster of 2 separate species, C3H3NO in total in a non-equilibrium geometry. Source: the OMol25 dataset; level of theory: wB97M-V/def2-TZVPD.

Geometry as XYZ:
```
8
Properties=species:S:1:pos:R:3:mulliken_charge:R:1
C 1.204 -0.543 0.792 -0.27
C 1.633 0.180 -0.162 0.10
O 0.497 0.747 0.159 -0.43
H 1.345 -0.923 1.793 0.29
H 2.423 0.306 -0.906 0.30
C -2.315 0.145 -0.510 0.18
N -3.410 0.267 -0.180 -0.37
H -1.378 -0.179 -0.985 0.19
```

Its structure (SMILES) is C1=CO1.C#N. The energy relative to the best compared isomer or geometry (same formula, charge and spin) is 4.896 eV.

---

> Number 8 is which compound?

C3H3NO